Here is a 9-piece molecular cluster, C50H73N12O2 overall in a non-equilibrium geometry from OMol25. Energies are from ωB97M-V/def2-TZVPD.

```
137
Properties=species:S:1:pos:R:3:mulliken_charge:R:1
C -1.2559 0.6236 -3.4892 -1.24
C -0.9772 -0.1420 -2.1489 0.00
C 0.3202 -0.9800 -2.2211 -0.38
O 1.3575 -0.4083 -3.0179 -0.44
C 1.8104 0.7865 -2.5061 -0.38
N 2.4664 0.6523 -1.1652 -0.05
C 3.8366 0.8802 -1.1670 -0.20
N 4.7258 -0.2065 -1.0653 -0.09
N 4.0658 -1.3905 -1.4844 -0.11
C 3.6936 -2.2745 -0.3790 -0.52
C 4.8068 -3.2781 0.0161 -1.38
N 4.3507 2.0677 -1.2563 0.08
C 3.5895 3.3259 -1.3407 -0.42
O 4.1200 4.1508 -0.3509 -0.57
C 3.6898 5.4862 -0.4879 0.02
C 4.4645 6.2956 -1.2858 -0.29
C 4.1304 7.6178 -1.4908 0.50
C 4.9624 8.4976 -2.3979 -1.42
C 2.9881 8.0721 -0.8460 -0.95
C 2.2342 7.2665 -0.0298 -1.00
C 2.5643 5.9289 0.1823 0.84
C 1.6569 5.0627 1.0762 1.48
C 2.3850 3.9362 1.8434 -1.02
C 0.9522 5.9440 2.1542 -1.80
H -0.7345 0.1636 -4.3341 0.32
H -2.3319 0.7106 -3.6657 0.40
H -0.8740 1.6508 -3.4105 0.29
H -1.8211 -0.7728 -1.8558 0.34
H -0.8028 0.6316 -1.3786 0.03
H 0.7050 -1.2228 -1.2194 0.21
H 0.0669 -1.9321 -2.7037 0.29
H 2.5623 1.1687 -3.2127 0.35
H 1.0385 1.5658 -2.4155 0.25
H 2.0055 1.2168 -0.4589 0.46
H 4.9583 -0.2907 -0.0690 0.33
H 4.6537 -1.8584 -2.1650 0.28
H 3.3540 -1.7158 0.5016 0.40
H 2.8213 -2.8535 -0.7179 0.29
H 5.3580 -3.6290 -0.8627 0.38
H 4.4267 -4.0965 0.6326 0.43
H 5.5159 -2.7232 0.6545 0.34
H 5.3614 2.1940 -1.2222 0.33
H 2.5240 3.1748 -1.1247 0.05
H 3.7377 3.7245 -2.3562 0.50
H 5.3453 5.9034 -1.7966 0.47
H 5.3843 7.8874 -3.2065 0.36
H 4.3730 9.2868 -2.8763 0.39
H 5.7804 8.9437 -1.8188 0.29
H 2.6968 9.1075 -1.0250 0.39
H 1.3600 7.7320 0.4113 0.24
H 0.8341 4.6976 0.4363 -0.19
H 1.7360 3.5467 2.6343 0.50
H 3.3747 4.2365 2.1944 0.36
H 2.5363 3.0927 1.1460 -0.05
H 0.2398 6.6526 1.7256 0.43
H 0.3704 5.2392 2.7647 0.48
H 1.6978 6.4233 2.7992 0.36
N -2.3374 3.4354 -1.0300 0.44
C -2.4371 4.5424 -1.8339 -0.60
C -3.7330 4.6337 -2.2634 -0.64
C -4.4479 3.5446 -1.6949 -0.74
C -3.5631 2.8270 -0.9392 -0.67
H -1.4985 3.1215 -0.5798 0.16
H -1.5795 5.1646 -2.0297 0.51
H -4.1278 5.3971 -2.9127 0.43
H -5.4924 3.3168 -1.8269 0.46
H -3.6964 1.9367 -0.3462 0.66
N 4.4252 -7.8023 0.2601 0.08
C 4.6086 -7.0277 -0.8534 -0.25
C 5.8127 -7.3671 -1.4104 -0.70
C 6.3768 -8.3913 -0.6036 -0.43
C 5.4970 -8.6390 0.4157 -0.51
H 3.6276 -7.7635 0.8682 0.20
H 3.8679 -6.3041 -1.1509 0.42
H 6.2418 -6.9319 -2.2981 0.40
H 7.3198 -8.8893 -0.7559 0.39
H 5.5407 -9.3352 1.2360 0.40
N -3.2547 -1.4316 0.6052 0.13
C -3.1074 -2.7704 0.3600 -0.24
C -4.2635 -3.3963 0.7431 -0.69
C -5.1455 -2.3957 1.2335 -0.20
C -4.4965 -1.1954 1.1328 -0.89
H -2.5582 -0.7331 0.4245 0.23
H -2.1952 -3.1595 -0.0619 0.37
H -4.4582 -4.4538 0.6791 0.36
H -6.1420 -2.5421 1.6157 0.49
H -4.8072 -0.1961 1.3905 0.43
N 8.0730 -0.4640 -2.0910 0.10
C 8.2175 0.2879 -3.2287 -0.26
C 9.4123 -0.0469 -3.8049 -0.60
C 10.0119 -1.0431 -2.9884 -0.43
C 9.1626 -1.2810 -1.9421 -0.49
H 7.2900 -0.4220 -1.4656 0.22
H 7.4599 0.9940 -3.5272 0.34
H 9.8135 0.3735 -4.7120 0.39
H 10.9589 -1.5292 -3.1525 0.40
H 9.2383 -1.9570 -1.1071 0.37
N -7.4575 -0.4625 3.8346 0.10
C -8.7346 -0.8774 4.1064 -0.80
C -8.6790 -1.7571 5.1539 -0.29
C -7.3148 -1.8744 5.5352 -0.58
C -6.5879 -1.0634 4.7056 -0.40
H -7.2002 0.1822 3.1101 0.21
H -9.5678 -0.5112 3.5301 0.49
H -9.5215 -2.2600 5.5992 0.43
H -6.9148 -2.4844 6.3280 0.43
H -5.5309 -0.8624 4.6578 0.42
N -2.7482 3.0537 2.8065 0.16
C -3.1750 2.0795 3.6710 -0.48
C -3.3632 2.6593 4.8966 -0.48
C -3.0433 4.0384 4.7677 -0.75
C -2.6699 4.2507 3.4685 -0.43
H -2.5287 2.9138 1.8383 0.21
H -3.3062 1.0625 3.3394 0.39
H -3.6955 2.1530 5.7876 0.42
H -3.0843 4.7870 5.5412 0.40
H -2.3569 5.1458 2.9573 0.54
N -9.3617 -2.9494 1.1623 0.10
C -10.6740 -2.5911 1.3151 -0.33
C -11.3374 -2.9158 0.1620 -0.56
C -10.3895 -3.4974 -0.7214 -0.46
C -9.1823 -3.5060 -0.0753 -0.45
H -8.6429 -2.8216 1.8527 0.23
H -11.0198 -2.1368 2.2279 0.33
H -12.3858 -2.7555 -0.0275 0.40
H -10.5738 -3.8674 -1.7165 0.39
H -8.2134 -3.8582 -0.3879 0.36
N -1.1322 -7.3309 0.8697 0.02
C 0.1740 -7.5338 0.5195 -0.48
C 0.5074 -6.5982 -0.4238 -0.19
C -0.6445 -5.7957 -0.6471 -0.59
C -1.6372 -6.2725 0.1684 -0.55
H -1.6429 -7.8767 1.5399 0.19
H 0.7500 -8.3254 0.9685 0.37
H 1.4688 -6.5003 -0.9018 0.41
H -0.7335 -4.9652 -1.3288 0.58
H -2.6554 -5.9524 0.3076 0.25
```

Properties
* lowest unoccupied orbital energy: -3.803 eV
* frontier orbital gap: 5.452 eV
* charge: +1